# 1
The following is a DFT calculation (ωB97M-V with the def2-TZVPD basis set) of a 2-piece molecular cluster, C6H12N2O4 overall.

Element x y z (Å)
C  3.077  -0.074  0.132
O  2.947  1.157  -0.561
C  1.593  1.519  -0.803
C  0.764  1.846  0.458
N  -0.614  1.404  0.436
C  -0.801  -0.035  0.719
C  -0.938  -0.878  -0.508
N  -0.207  -1.904  -0.705
H  2.111  -0.528  0.362
H  3.631  -0.786  -0.487
H  3.636  0.082  1.059
H  1.638  2.413  -1.432
H  1.080  0.748  -1.387
H  1.236  1.406  1.339
H  0.787  2.932  0.621
H  -1.069  1.651  -0.435
H  -1.743  -0.227  1.258
H  0.032  -0.419  1.314
H  -1.728  -0.572  -1.197
H  -0.504  -2.356  -1.569
C  -3.745  -1.857  0.350
O  -4.526  -2.837  0.071
O  -3.025  -1.850  1.435
O  -3.633  -0.835  -0.471

Net charge   -2
Orbital gap   3.165 eV

***

# 2
The following is a DFT calculation (ωB97M-V with the def2-TZVPD basis set) of a 2-piece molecular cluster, C3H9PS3 overall.

Element x y z (Å)
C  0.226  -0.072  1.352
C  -1.163  -0.207  -0.843
C  -0.061  -0.756  -0.012
P  0.617  -2.050  -0.688
S  -2.950  -0.619  -0.218
S  -1.200  1.551  -1.036
S  2.616  0.976  -1.176
H  -0.642  0.456  1.548
H  1.098  0.480  1.339
H  0.424  -0.786  2.225
H  -0.986  -0.753  -1.752
H  2.706  0.691  0.323
H  1.457  -2.235  0.341
H  -2.610  -1.577  0.612
H  -2.070  1.960  -0.064
H  3.510  -0.124  -1.404

Energy above the lowest of the compared OMol25 structures with the same formula, charge and spin   411.2 kJ/mol
Orbital gap   8.846 eV

***

# 3
The following is a DFT calculation (ωB97M-V with the def2-TZVPD basis set) of C3H9AlBrDy as an isolated structure.

Element x y z (Å)
C  0.156  -1.023  1.045
C  -0.669  0.272  0.881
Br  -2.459  -0.369  0.494
C  -0.163  1.217  -0.201
Al  0.311  0.450  -1.970
H  -0.472  -1.803  1.531
H  1.018  -0.833  1.686
H  0.504  -1.422  0.080
H  -0.747  0.767  1.850
H  0.657  1.827  0.198
H  -0.977  1.930  -0.370
H  -0.598  1.192  -3.367
H  1.669  0.990  -2.696
H  0.067  -1.122  -1.988
Dy  1.703  -2.072  2.829

Expectation value of S²   9.78
Net charge   +2
Spin multiplicity   6
Orbital gap (alpha / beta)   6.381 / 5.399 eV

***

# 4
The following is a DFT calculation (ωB97M-V with the def2-TZVPD basis set) of C4H7OPb as an isolated structure.

Element x y z (Å)
C  -1.502  0.147  0.157
C  -0.185  -0.458  0.588
C  1.269  -0.501  0.508
O  2.129  -0.263  -0.375
Pb  2.962  -0.794  -2.159
H  -2.044  -0.487  -0.562
H  -0.380  -0.858  1.602
H  -2.100  0.473  1.017
H  0.175  -1.373  -0.284
C  -0.733  1.248  -0.466
H  -0.617  1.239  -1.551
H  -0.716  2.229  0.007
H  1.743  -0.601  1.519

Expectation value of S²   0.76
Net charge   +2
Spin multiplicity   2
Orbital gap (alpha / beta)   4.297 / 8.364 eV

***

# 5
The following is a DFT calculation (ωB97M-V with the def2-TZVPD basis set) of H10NaO9S as an isolated structure.

Element x y z (Å)
Na  -0.367  6.903  -12.630
S  1.129  3.470  -14.301
O  0.021  3.091  -15.181
O  1.583  4.812  -14.614
O  0.623  3.423  -12.876
O  2.241  2.536  -14.338
O  1.658  8.098  -16.921
H  1.259  7.914  -17.771
H  1.691  7.248  -16.482
O  0.511  10.148  -13.771
H  0.488  11.080  -13.553
H  0.716  10.125  -14.705
O  -2.741  2.975  -11.141
H  -2.642  2.052  -10.908
H  -1.870  3.243  -11.435
O  -2.793  8.914  -10.950
H  -2.630  9.857  -10.921
H  -3.682  8.814  -10.611
O  0.789  7.235  -8.378
H  -0.083  7.522  -8.649
H  1.287  8.045  -8.271

Energy above the lowest of the compared OMol25 structures with the same formula, charge and spin   262.1 kJ/mol
Net charge   -1
Orbital gap   3.188 eV

***

# 6
The following is a DFT calculation (ωB97M-V with the def2-TZVPD basis set) of the molecule C4H5N3S.

Element x y z (Å)
C  -1.553  -0.963  -2.320
C  -0.676  -0.664  -1.136
C  -0.615  0.527  -0.470
C  0.267  0.664  0.659
H  -2.136  -0.086  -2.594
H  -2.235  -1.780  -2.111
H  -0.971  -1.228  -3.200
H  -1.227  1.377  -0.763
H  0.129  -2.562  -1.095
N  1.050  -0.475  0.999
N  0.966  -1.552  0.365
N  0.128  -1.653  -0.685
S  0.431  2.041  1.538

Energy above the lowest of the compared OMol25 structures with the same formula, charge and spin   216.8 kJ/mol
Orbital gap   7.981 eV

***

| no. | molar mass (g mol⁻¹) | largest force on an atom (eV/A) |
| --- | --- | --- |
| 1 | 176.17 | 0.46 |
| 2 | 172.28 | 4.03 |
| 3 | 314.49 | 2.86 |
| 4 | 278.30 | 4.29 |
| 5 | 209.13 | 3.41 |
| 6 | 127.17 | 1.09 |